DFT (wB97M-V/def2-TZVPD) results for a molecular structure, C34H32BF9IMoN4O5PTe2 at a distorted geometry.

Summary:
Total charge = -2
Calculated total energy = -4077.5044 Ha
Relative energy (zero: lowest compared OMol25 entry of this formula, charge and spin) = 0.9796 eV
Gap between HOMO and LUMO (alpha / beta) = 5.758 / 5.758 eV
E_LUMO (alpha / beta) = 3.8 / 3.8 eV
HOMO (alpha / beta) = -1.98 / -1.98 eV

Element x y z (Å)
Mo: -0.736 0.733 -0.514
C: -2.562 4.464 0.304
C: -1.303 4.626 1.099
N: -1.009 5.804 1.607
C: 0.122 5.937 2.319
C: 0.975 4.895 2.597
C: 2.178 5.148 3.461
O: 2.019 4.715 4.816
C: 0.670 3.611 2.092
C: 1.438 2.450 2.538
N: 1.031 1.258 2.379
C: 1.687 0.167 2.954
C: 3.057 0.107 3.201
C: 3.630 -1.038 3.731
C: 2.838 -2.139 4.024
C: 1.472 -2.094 3.776
C: 0.897 -0.954 3.240
I: -1.111 -0.937 2.687
C: -0.465 3.475 1.268
O: -0.820 2.382 0.684
H: -3.280 5.228 0.600
H: -2.976 3.464 0.428
H: -2.358 4.563 -0.766
H: 0.338 6.930 2.701
H: 2.357 6.222 3.519
H: 3.073 4.691 3.024
H: 1.570 3.863 4.804
H: 2.346 2.663 3.121
H: 3.684 0.947 2.927
H: 4.700 -1.077 3.897
H: 3.282 -3.043 4.423
H: 0.854 -2.962 3.966
Te: -2.083 1.640 -2.624
N: 2.922 -4.419 -0.424
C: 3.184 -3.029 -0.052
C: 1.894 -2.312 0.303
O: 1.844 -1.117 0.455
O: 0.849 -3.108 0.489
H: 3.758 -4.976 -0.313
H: 2.702 -4.445 -1.419
H: 1.170 -4.012 0.285
H: 3.686 -2.448 -0.828
H: 3.792 -2.994 0.857
F: 2.862 -4.111 -3.468
B: 3.118 -2.730 -3.685
F: 2.164 -1.966 -2.986
F: 3.046 -2.453 -5.055
F: 4.408 -2.430 -3.195
F: -2.634 0.670 0.231
Te: -3.649 -1.279 -1.307
F: -3.613 -1.979 0.491
F: -5.354 -0.732 -0.663
F: -3.353 -3.144 -1.633
F: -4.770 -1.594 -2.865
O: -0.919 -0.927 -0.784
N: 0.853 1.182 -1.284
P: 1.838 2.053 -2.162
C: 1.429 2.001 -3.909
C: 1.209 0.738 -4.453
C: 0.954 0.615 -5.808
C: 0.903 1.746 -6.611
C: 1.121 3.004 -6.066
C: 1.390 3.136 -4.712
C: 3.529 1.442 -2.041
C: 4.466 1.782 -3.015
C: 5.775 1.348 -2.893
C: 6.148 0.571 -1.803
C: 5.213 0.228 -0.840
C: 3.899 0.661 -0.955
C: 1.930 3.788 -1.657
C: 0.776 4.566 -1.742
C: 0.797 5.880 -1.302
C: 1.959 6.418 -0.766
C: 3.105 5.644 -0.671
C: 3.093 4.329 -1.116
H: 1.238 -0.144 -3.824
H: 0.795 -0.371 -6.224
H: 0.690 1.647 -7.669
H: 1.074 3.886 -6.694
H: 1.554 4.116 -4.285
H: 4.165 2.367 -3.876
H: 6.500 1.596 -3.659
H: 7.168 0.214 -1.719
H: 5.494 -0.403 -0.006
H: 3.151 0.357 -0.232
H: -0.140 4.125 -2.128
H: -0.106 6.475 -1.345
H: 1.961 7.438 -0.402
H: 4.009 6.058 -0.240
H: 3.987 3.724 -1.037